(1)
{
  "formula": "C5H8O2",
  "method": "ωB97M-V with the def2-TZVPD basis set",
  "symbols": ["C", "C", "O", "C", "C", "O", "C", "H", "H", "H", "H", "H", "H", "H", "H"],
  "xyz": [[-1.792, -0.078, 0.823], [-1.001, 0.145, -0.409], [-0.206, 1.297, -0.329], [1.179, 1.091, -0.558], [1.473, -0.355, -0.179], [0.707, -0.673, 0.989], [-0.604, -0.968, 0.584], [-1.772, 0.634, 1.634], [-2.753, -0.544, 0.614], [-1.305, -0.099, -1.420], [1.727, 1.786, 0.090], [1.442, 1.336, -1.602], [1.201, -1.008, -1.025], [2.518, -0.524, 0.069], [-0.814, -2.040, 0.721]],
  "relative_energy_kj_mol": 273.0,
  "smiles": "C1CO[C@@H]2C[C@@H]2O1"
}

=====

(2)
{
  "formula": "C10H12NO2",
  "method": "ωB97M-V with the def2-TZVPD basis set",
  "symbols": ["C", "C", "C", "C", "C", "C", "C", "C", "C", "C", "N", "O", "O", "H", "H", "H", "H", "H", "H", "H", "H", "H", "H", "H", "H"],
  "xyz": [[-3.315, 0.218, 0.079], [-2.706, -0.464, 1.117], [-2.633, 0.737, -0.948], [-1.362, -0.586, 0.971], [-1.269, 0.480, -0.966], [1.361, -0.060, -0.151], [1.851, 1.153, -0.002], [1.930, -1.391, -0.151], [1.129, 2.446, 0.145], [1.323, -2.760, -0.475], [-0.619, -0.110, -0.039], [3.132, -1.255, 0.016], [3.149, 1.350, 0.311], [-4.377, 0.272, 0.128], [-3.206, -0.996, 1.954], [-2.973, 1.144, -1.858], [-0.821, -0.939, 1.868], [-0.763, 0.988, -1.743], [0.325, 2.686, -0.574], [0.699, 2.414, 1.160], [1.857, 3.356, 0.071], [2.157, -3.265, -0.909], [0.384, -2.798, -0.980], [1.009, -3.188, 0.438], [3.738, 0.565, 0.539]],
  "relative_energy_kj_mol": 237.0,
  "charge": 1
}

=====

(3)
{
  "formula": "C4H7F2NO2",
  "method": "ωB97M-V with the def2-TZVPD basis set",
  "symbols": ["C", "C", "C", "C", "N", "O", "O", "F", "F", "H", "H", "H", "H", "H", "H", "H"],
  "xyz": [[-0.844, 1.133, 0.318], [2.356, -0.800, 0.131], [-1.456, -1.290, 0.064], [-1.114, 0.036, -0.434], [1.489, -0.766, -0.780], [-0.573, 2.416, -0.206], [-0.678, 1.284, 1.651], [-2.726, -1.506, 0.550], [-1.263, 0.215, -1.806], [3.374, -0.288, 0.160], [-0.347, 2.562, -1.098], [2.312, -1.474, 0.886], [-0.675, -1.693, 0.868], [-1.196, -1.918, -0.725], [-0.212, 2.103, 1.907], [1.552, -0.013, -1.487]],
  "relative_energy_kj_mol": 292.7,
  "smiles": "OC(O)=C(F)CF.C=N"
}

=====

(4)
{
  "formula": "C26H49BF5N3O14P5",
  "method": "ωB97M-V with the def2-TZVPD basis set",
  "symbols": ["C", "C", "C", "C", "C", "O", "O", "P", "P", "O", "O", "O", "C", "B", "O", "N", "C", "C", "C", "C", "F", "F", "C", "F", "F", "F", "N", "C", "C", "C", "C", "C", "C", "C", "C", "C", "P", "N", "H", "H", "H", "H", "H", "H", "H", "H", "H", "H", "H", "H", "H", "H", "H", "H", "H", "H", "H", "H", "H", "H", "H", "H", "H", "H", "H", "H", "H", "H", "H", "C", "O", "P", "O", "O", "C", "O", "C", "H", "H", "H", "H", "H", "H", "H", "H", "H", "C", "O", "P", "O", "O", "C", "O", "C", "H", "H", "H", "H", "H", "H", "H", "H", "H"],
  "xyz": [[4.586, -4.233, 1.428], [4.106, -3.150, 1.311], [3.434, -1.893, 1.198], [4.215, -0.752, 1.011], [5.694, -0.934, 0.901], [6.489, -0.592, 1.717], [6.039, -1.608, -0.228], [7.524, -1.163, -0.883], [7.072, -0.597, -2.941], [7.891, 0.537, -3.373], [5.494, -0.250, -2.974], [7.321, -1.813, -3.982], [3.595, 0.499, 0.897], [4.655, 1.729, 0.681], [4.765, 2.756, 1.583], [5.555, 1.673, -0.483], [5.265, 2.718, -1.493], [6.909, 2.043, 0.073], [2.211, 0.588, 1.004], [1.589, 1.978, 0.857], [2.112, 2.858, 1.726], [0.258, 2.087, 1.079], [1.763, 2.558, -0.625], [2.264, 1.648, -1.460], [0.582, 2.929, -1.122], [2.505, 3.664, -0.570], [1.480, -0.545, 1.229], [0.006, -0.490, 1.395], [-0.755, -0.305, 0.074], [-2.271, -0.358, 0.351], [-2.996, -1.434, -0.496], [-3.640, -0.796, -1.757], [-5.119, -0.384, -1.529], [-5.335, 1.150, -1.388], [-5.684, 1.553, 0.059], [2.051, -1.756, 1.300], [1.158, -3.392, 1.510], [1.490, -4.310, 0.290], [4.999, -5.176, 1.708], [8.279, -2.359, -0.917], [5.142, -0.715, -3.749], [7.462, -1.359, -4.829], [4.450, 3.578, 1.185], [4.568, 2.375, -2.255], [6.202, 2.932, -2.010], [4.959, 3.674, -1.047], [7.015, 3.133, 0.026], [7.708, 1.628, -0.539], [7.043, 1.726, 1.105], [-0.426, -1.363, 1.869], [-0.203, 0.304, 2.109], [-0.425, 0.563, -0.492], [-0.498, -1.182, -0.535], [-2.394, -0.688, 1.393], [-2.776, 0.603, 0.260], [-2.324, -2.264, -0.727], [-3.815, -1.842, 0.101], [-3.554, -1.459, -2.618], [-3.098, 0.136, -1.940], [-5.730, -0.755, -2.353], [-5.529, -0.832, -0.620], [-4.436, 1.717, -1.656], [-6.111, 1.469, -2.086], [-6.358, 0.828, 0.521], [-4.801, 1.619, 0.699], [-6.220, 2.504, 0.028], [-0.240, -3.275, 1.553], [1.628, -3.898, 2.744], [1.975, -5.142, 0.604], [0.551, -2.991, 8.860], [1.894, -2.937, 8.338], [2.094, -2.305, 6.820], [1.353, -3.332, 6.011], [3.672, -2.621, 6.907], [4.105, -3.946, 7.213], [2.412, -1.196, 5.596], [1.925, 0.151, 5.779], [0.620, -3.126, 9.937], [0.008, -2.072, 8.655], [0.023, -3.839, 8.426], [3.375, -4.689, 6.893], [4.274, -4.043, 8.285], [5.045, -4.119, 6.694], [2.367, 0.608, 6.665], [0.835, 0.154, 5.868], [2.209, 0.735, 4.906], [-8.811, 4.701, -5.617], [-7.977, 3.672, -6.176], [-8.528, 2.112, -6.048], [-8.528, 1.964, -4.556], [-7.202, 1.517, -6.746], [-5.929, 1.839, -6.198], [-9.385, 0.736, -6.436], [-10.605, 0.897, -7.193], [-8.492, 5.652, -6.039], [-9.859, 4.540, -5.862], [-8.685, 4.729, -4.536], [-5.994, 2.042, -5.128], [-5.515, 2.710, -6.707], [-5.269, 0.990, -6.363], [-10.405, 1.357, -8.162], [-11.320, 1.506, -6.635], [-11.033, -0.089, -7.352]],
  "charge": 1
}

=====

(5)
{
  "formula": "C4H12N2O2",
  "method": "ωB97M-V with the def2-TZVPD basis set",
  "symbols": ["C", "C", "C", "O", "N", "H", "H", "H", "H", "H", "H", "H", "C", "N", "O", "H", "H", "H", "H", "H"],
  "xyz": [[-2.043, -0.807, 0.979], [1.598, -1.323, 0.459], [0.645, -0.165, 0.546], [-0.957, -1.132, 0.174], [0.640, 0.607, 1.553], [0.014, 1.402, 1.498], [-2.495, -1.702, 1.432], [-2.843, -0.297, 0.414], [-1.740, -0.128, 1.798], [1.324, -2.019, -0.335], [2.627, -0.970, 0.336], [1.541, -1.866, 1.399], [-0.285, 1.779, -1.060], [0.352, 0.460, -0.996], [1.422, 0.480, -1.952], [1.921, -0.336, -1.797], [-0.379, -0.258, -1.204], [-1.156, 1.774, -0.408], [-0.614, 1.959, -2.082], [0.427, 2.542, -0.753]],
  "relative_energy_kj_mol": 550.2
}

=====

(6)
{
  "formula": "C4H5N3O",
  "method": "ωB97M-V with the def2-TZVPD basis set",
  "symbols": ["C", "C", "C", "C", "H", "H", "H", "H", "H", "N", "N", "N", "O"],
  "xyz": [[-1.926, -0.651, -0.305], [0.840, 1.878, 0.079], [0.975, 0.512, 0.474], [1.633, -0.722, -0.154], [-2.982, -0.818, -0.960], [-1.786, 1.289, -1.024], [1.250, 1.811, -0.909], [0.789, 2.952, 0.759], [0.846, 0.038, 1.754], [-1.106, 0.546, -0.774], [-0.337, 0.949, 0.242], [2.234, -1.718, -0.394], [-1.598, -1.226, 0.787]],
  "relative_energy_kj_mol": 670.2
}

=====

Number 1: frontier orbital gap 10.46 eV. Number 2: frontier orbital gap 9.94 eV. Number 3: frontier orbital gap 9.14 eV. Number 4: frontier orbital gap 6.44 eV. Number 5: frontier orbital gap 9.03 eV. Number 6: frontier orbital gap 9.70 eV.